{"formula": "C3H8NS", "method": "ωB97M-V/def2-TZVPD", "homo_ev": -2.694, "relative_energy_kj_mol": 69.38, "energy_ha": -572.0518, "total_charge": -1, "lumo_energy_ev": 4.072, "mol_weight_da": 90.171, "elements": ["S", "N", "C", "C", "C", "H", "H", "H", "H", "H", "H", "H", "H"], "positions_angstrom": [[-2.7957, 0.0783, 0.1259], [0.6422, -1.8198, -1.2571], [0.5528, 1.2851, 1.0390], [1.0714, 0.2053, 0.1341], [0.3028, -0.7437, -0.4396], [-0.7683, -0.7971, -0.2064], [1.5110, -1.7126, -1.7087], [-0.5740, 1.2760, 1.0980], [2.1622, 0.1633, -0.1050], [-3.8862, 0.6501, 0.6049], [-0.0520, -2.0107, -1.9835], [0.9603, 1.1723, 2.0500], [0.8735, 2.2534, 0.6484]]}

{"formula": "C3H8NS", "method": "ωB97M-V/def2-TZVPD", "homo_ev": [-9.733, -9.718], "s_squared": 0.7529, "relative_energy_kj_mol": 108.42, "energy_ha": -571.9443, "total_charge": 0, "spin_multiplicity": 2, "lumo_energy_ev": [0.718, -2.678], "mol_weight_da": 90.171, "elements": ["S", "N", "C", "C", "C", "H", "H", "H", "H", "H", "H", "H", "H"], "positions_angstrom": [[-0.1899, 0.5418, 2.2260], [0.6746, 0.3779, -1.3565], [0.3618, -0.8109, -0.5607], [1.0570, 1.3773, -0.6690], [-1.1471, -0.9323, -0.4158], [1.0584, 2.3073, -1.2384], [0.7189, -1.6602, -1.1623], [1.3881, 1.4261, 0.3661], [-0.1220, 1.0790, 3.4618], [-1.6639, -0.8176, -1.3668], [-1.4782, -1.8706, 0.0352], [0.8559, -0.8508, 0.4121], [-1.5137, -0.1670, 0.2684]]}